Entry 1:
{"formula": "C30H41Cl4F5N", "method": "the ωB97M-V functional and the def2-TZVPD basis", "elements": ["C", "C", "Cl", "C", "H", "C", "Cl", "N", "H", "H", "C", "H", "H", "C", "H", "C", "C", "F", "F", "H", "H", "F", "F", "H", "C", "H", "H", "C", "H", "H", "H", "H", "H", "H", "H", "C", "C", "C", "H", "C", "H", "C", "F", "Cl", "C", "C", "H", "C", "C", "H", "H", "H", "C", "C", "H", "H", "C", "H", "H", "H", "C", "C", "C", "H", "H", "H", "H", "H", "H", "H", "H", "C", "C", "H", "C", "Cl", "C", "H", "H", "H", "C"], "positions_angstrom": [[2.372490, 1.153072, -6.850739], [1.379435, -0.479585, -1.057439], [1.698337, -1.451214, -6.792758], [0.846283, -3.909951, -1.621098], [3.286072, 1.730250, 1.212212], [-6.402823, -1.881307, 5.954411], [-3.829774, 1.128756, 5.313185], [2.340285, 0.419990, -1.756945], [4.985335, 0.823789, -4.038621], [-0.951366, -2.753880, -1.615946], [4.229365, 0.928894, -4.806749], [1.406866, 6.165415, 1.698148], [-2.766748, -1.630655, 0.842853], [-2.837269, -0.839188, 1.586111], [-0.234133, -0.290433, 0.279565], [-4.599653, -0.296625, 5.927158], [1.320216, 1.026319, 0.887577], [-1.053779, -5.210453, -1.143251], [0.880133, -6.252383, -1.328715], [-2.016776, 2.711908, -0.778643], [2.794827, 5.787786, 0.669644], [1.422424, -4.145479, 1.008468], [0.833433, -6.248721, 1.163951], [4.573926, 3.023567, -5.086842], [0.287565, -5.108653, -0.884514], [1.787006, 3.484794, -0.750392], [-0.594347, 1.032345, -2.008590], [-2.703914, 0.692712, -0.395411], [1.852560, 1.068800, -2.375329], [1.905919, -3.819597, -1.382500], [4.069211, 0.502817, -0.564388], [0.254003, 2.320765, -1.193375], [-2.214839, -0.227513, -0.722114], [1.984801, -1.070233, -0.362453], [2.875230, 5.539094, 2.411364], [-0.336395, 1.420130, -1.018106], [-5.815422, -0.739799, 5.427144], [-3.440974, 0.412099, 0.934025], [-0.095849, -0.888751, -2.583000], [-1.639777, 1.803408, -0.309704], [-4.500184, 0.271773, 0.733830], [3.519189, -0.189822, -5.225504], [-0.685169, -4.660240, 1.279852], [3.818664, -1.716109, -4.453832], [0.462987, -5.055451, 0.677463], [2.559522, 1.794910, 0.400135], [-4.066988, -2.677198, 8.266526], [2.343506, 3.302868, 0.170036], [-4.559891, -2.137445, 7.470097], [1.656580, 0.206051, 1.527439], [-3.027076, -0.644015, 7.330495], [-6.244657, -3.465424, 7.379882], [0.695363, -1.409730, -2.042340], [3.251137, 1.172115, -0.824883], [1.650426, 1.231198, -7.650858], [-3.421796, 0.968299, -1.166389], [2.225762, 5.467600, 1.540825], [-3.412537, -1.195557, 2.438594], [1.867179, 3.445147, 2.262948], [1.407084, -1.756337, -2.804523], [1.702949, 4.029727, 1.357863], [-3.973192, -0.998535, 6.947057], [0.460078, 0.394597, -0.209492], [2.911558, -0.156768, -2.378466], [0.073028, -2.433854, -0.242842], [0.702700, 1.663735, 1.515100], [0.768664, -4.142420, -2.684427], [3.336647, 3.733903, 0.010069], [-3.313918, 1.248117, 1.619146], [3.683644, 1.978249, -1.415395], [-7.351753, -2.217095, 5.561408], [0.086138, -2.621709, -1.316887], [3.073426, 2.269354, -6.427225], [-1.846833, -0.584983, 1.972248], [-5.778413, -2.578896, 6.973426], [-6.629764, 0.096104, 4.151483], [2.592966, -0.081791, -6.254201], [-1.420506, 2.052998, 0.729653], [2.901263, 3.222992, -6.905799], [0.624029, 4.082305, 1.203308], [4.006302, 2.159046, -5.404016]], "forces_ev_per_angstrom": [[0.0, 0.1, 0.0], [-0.4, -0.2, 0.3], [0.0, 0.0, 0.0], [0.0, 0.0, 0.0], [0.1, 0.0, 0.0], [0.0, -0.1, 0.1], [0.0, 0.0, -0.1], [0.5, 0.0, -0.2], [0.0, -0.1, 0.0], [0.0, 0.0, 0.0], [0.1, 0.0, 0.1], [0.0, 0.1, 0.0], [0.1, -0.2, 0.1], [-0.2, 0.5, 0.2], [-0.1, 0.0, 0.0], [0.1, 0.0, 0.1], [0.0, -0.4, 0.0], [0.5, -0.1, 0.1], [-0.2, 0.5, 0.2], [-0.1, 0.1, 0.1], [0.0, 0.1, 0.0], [-0.4, -0.6, -0.1], [-0.3, 0.9, -0.2], [0.0, 0.0, 0.0], [-0.3, -0.2, -0.1], [0.0, 0.1, 0.0], [0.0, 0.0, 0.0], [0.0, 0.5, 0.3], [-0.2, 0.1, 0.1], [0.0, 0.0, 0.0], [-0.2, -0.2, 0.1], [0.1, 0.0, 0.0], [-0.1, -0.1, -0.1], [0.2, -0.1, -0.2], [0.1, 0.0, 0.0], [-0.2, 0.0, 0.0], [-0.1, 0.0, -0.1], [0.5, -0.5, -0.3], [0.1, 0.1, 0.0], [0.1, -0.1, -0.3], [-0.1, 0.0, 0.1], [0.1, 0.1, 0.0], [1.0, -0.3, -0.4], [0.0, 0.1, 0.1], [-0.2, -0.1, 0.5], [-0.2, 0.2, 0.0], [0.0, 0.0, 0.0], [0.3, -0.1, 0.2], [0.0, 0.0, 0.0], [0.0, 0.0, 0.1], [0.0, 0.0, 0.0], [0.0, 0.0, 0.0], [-0.1, -0.2, -0.2], [0.2, 0.4, 0.0], [0.0, -0.1, 0.0], [0.0, -0.1, -0.1], [-0.1, -0.2, 0.1], [-0.1, 0.0, 0.0], [0.0, 0.0, 0.1], [0.0, 0.1, 0.1], [-0.2, 0.2, -0.3], [0.0, -0.1, 0.1], [0.2, 0.1, -0.1], [0.1, 0.0, -0.1], [0.0, 0.0, 0.1], [0.0, 0.1, 0.0], [0.0, -0.1, 0.0], [0.0, 0.0, -0.1], [-0.3, 0.2, 0.0], [0.1, 0.0, -0.1], [0.0, 0.0, 0.0], [0.0, 0.0, -0.1], [0.0, 0.0, 0.0], [0.2, -0.2, -0.1], [0.0, 0.0, 0.0], [0.1, 0.1, 0.0], [-0.1, 0.0, 0.0], [0.0, 0.0, 0.1], [0.0, 0.0, 0.0], [-0.1, -0.2, 0.1], [-0.1, 0.0, 0.0]], "energy_ev": -96938.248, "total_charge": 1, "spin_multiplicity": 1, "homo_energy_ev": -10.7, "e_lumo_ev": -2.437}

***

Entry 2:
{"formula": "C30H41ClFO14PS", "method": "the ωB97M-V functional and the def2-TZVPD basis", "elements": ["H", "H", "C", "Cl", "H", "H", "C", "H", "O", "H", "O", "C", "O", "O", "O", "H", "H", "O", "H", "O", "H", "C", "C", "H", "C", "C", "S", "H", "C", "H", "H", "C", "C", "H", "H", "H", "H", "C", "C", "C", "H", "H", "O", "H", "O", "P", "H", "H", "C", "C", "H", "C", "C", "H", "H", "O", "O", "H", "H", "H", "F", "C", "H", "C", "O", "C", "H", "H", "H", "C", "H", "C", "O", "C", "O", "C", "C", "C", "H", "C", "C", "H", "H", "H", "H", "H", "H", "C", "C"], "positions_angstrom": [[1.321151, -0.792843, 0.835510], [1.550104, 0.030834, -2.114008], [-0.394966, 1.409254, -0.024904], [-9.980530, -1.912767, 0.598551], [0.281774, 4.088043, -0.646854], [1.088550, -2.157970, 1.985111], [-3.963940, -0.887763, 1.213475], [3.512374, 2.895134, -7.906056], [3.489912, 4.801862, -3.756069], [-3.326285, 0.003468, -2.713338], [-2.273711, 1.098845, 2.972872], [1.461773, 0.604606, 7.000748], [3.430286, 3.199933, -5.349225], [7.152068, -1.895900, -0.340115], [-6.741741, -1.398805, -2.934915], [8.182586, -1.743980, -2.215385], [5.592510, -1.234791, 1.552235], [-1.771846, 2.163478, -1.880330], [9.705582, -0.536940, -0.743567], [0.442840, 0.178005, 7.797799], [4.648732, -0.382541, 0.186734], [0.698263, 1.039267, 2.271415], [-3.517187, -0.239515, -1.644655], [-0.191509, -0.727707, 5.242153], [7.630421, -1.133995, -1.450301], [-0.771769, 0.336129, 7.057955], [-5.434665, -1.997252, -2.667581], [3.566768, -0.300776, 2.181303], [8.695178, -0.086831, -0.891885], [-1.197183, 1.314921, 7.301535], [0.342134, 3.374921, -6.225817], [-7.263907, -1.960882, 0.093175], [5.748382, -2.179052, -0.430554], [5.631591, -3.293495, -0.319022], [1.552097, 4.427071, -6.992687], [-1.254900, -1.730751, 7.454490], [0.468652, 1.715955, 3.141141], [-2.756154, 0.356071, -0.569661], [-0.537691, 1.090821, 1.297727], [-5.501669, -3.827359, -2.481440], [-8.122905, -2.174971, 2.186310], [-2.556393, -0.819505, 6.653136], [1.019468, 0.858023, 5.737802], [3.429213, 1.232500, -7.361305], [0.913944, -0.264531, 2.810720], [1.234564, 1.851984, -0.842398], [-7.142204, -1.033890, -0.530932], [5.329415, -1.933384, -1.446088], [-1.667580, 1.399664, -0.954895], [-1.970211, 0.769999, 1.854960], [-6.494622, -4.191010, -2.125132], [4.935035, -1.367281, 0.644181], [-1.756393, -0.762440, 7.393645], [-0.910798, 0.871911, 4.961925], [-5.251999, -4.267169, -3.482367], [1.592434, 4.423545, -4.937110], [-4.596505, -1.765332, -3.862257], [-4.708570, -4.151178, -1.761280], [2.014396, 1.962453, -8.133377], [8.760739, 0.825133, -1.546829], [-4.179282, -1.183667, 2.532598], [1.556796, -1.135672, 1.875872], [1.644768, 1.374826, 1.782664], [1.369656, 3.733899, -6.165946], [1.363021, 0.969645, -2.276493], [0.983630, 3.643100, -1.403214], [-5.890445, -2.508646, 1.733512], [6.845269, -0.531009, -1.972548], [1.972513, 1.763114, -5.528565], [2.365444, 2.611204, -6.098116], [-8.243860, -0.495343, 1.397628], [-4.750853, -1.510401, 0.141380], [3.730779, -2.037249, 1.049334], [-4.536155, -1.225089, -1.275167], [2.588196, 0.735734, 7.359765], [2.849394, 2.152652, -7.456640], [2.896424, 4.199991, -4.597675], [-2.921690, 0.054990, 0.854310], [3.276719, -1.833774, 3.105393], [-5.867055, -2.532940, 0.613583], [-8.281516, -1.607027, 1.241155], [0.402606, 3.577568, -2.366289], [8.277384, 0.283990, 0.086865], [1.932066, 4.217934, -1.496547], [-7.687144, -2.733390, -0.608297], [-5.661933, -3.546823, 0.199100], [-2.207103, -0.581493, 8.371637], [3.092026, -1.315358, 2.120133], [-0.284755, 0.288011, 5.636299]], "forces_ev_per_angstrom": [[0.5, -0.3, 0.7], [0.1, 0.5, 0.2], [-1.6, -0.2, -0.6], [0.8, 0.1, 0.6], [0.8, -0.2, -0.6], [0.3, 1.0, -0.1], [0.8, 1.0, -2.3], [-0.2, 0.1, 0.0], [-0.3, -0.3, -0.3], [-0.1, -0.2, 1.1], [-0.1, -0.4, -0.4], [0.4, 0.1, 0.1], [-0.2, 0.4, 0.4], [-1.0, 0.5, -1.1], [0.7, -1.0, 1.9], [-0.8, 0.1, 0.6], [-0.5, 0.1, -1.0], [-0.1, -0.6, 0.2], [-0.9, 0.4, -0.1], [0.4, 0.2, -0.3], [0.4, -0.5, 0.6], [-0.6, 0.6, 0.5], [-0.7, -0.9, 1.9], [-0.1, 0.0, 0.1], [1.9, 1.6, 0.0], [-0.7, -0.5, 0.0], [-0.1, 1.2, -4.1], [-0.5, -0.7, 0.1], [-1.0, 0.1, 0.2], [0.1, 0.0, -0.1], [0.0, 0.1, 0.2], [-0.2, -0.5, -0.2], [-0.8, -0.8, 0.0], [-0.1, 1.1, 0.3], [0.1, -0.1, 0.0], [0.0, 0.1, -0.2], [0.3, -0.7, -0.8], [-0.4, -0.3, -0.1], [0.7, -0.2, -0.9], [0.3, -0.4, 0.6], [-0.3, 0.4, -0.8], [0.1, 0.1, 0.0], [0.2, -0.1, 0.4], [-0.1, 0.0, 0.0], [0.0, 0.0, -0.5], [1.3, 0.3, 0.7], [0.0, -1.0, 0.6], [0.6, -0.2, 0.8], [0.3, -0.6, 1.5], [0.8, -0.1, -0.9], [0.7, 0.6, -0.3], [0.6, -0.1, 0.0], [0.0, -0.1, 0.5], [0.2, 0.0, 0.0], [-0.3, 0.8, 0.8], [0.6, -0.1, 0.1], [0.2, -0.8, 2.1], [-0.6, 0.4, -0.6], [0.0, 0.0, 0.1], [0.1, -1.0, 0.4], [0.1, 0.2, -1.7], [-0.2, -1.4, -0.5], [-1.0, 0.0, 0.1], [-0.6, 0.1, -0.1], [-1.0, 0.5, 0.4], [-1.3, -1.0, -0.4], [0.3, -0.5, -1.1], [0.3, -0.7, 0.6], [0.0, 0.1, 0.1], [0.1, -0.5, -0.8], [0.0, -1.2, 0.2], [0.1, -0.6, 0.8], [-0.2, 0.4, 0.1], [1.7, 1.3, 2.1], [-0.2, 0.0, -0.1], [0.4, -0.2, 0.1], [0.2, 0.2, 0.4], [-0.9, -0.6, -1.2], [-0.2, 0.4, -1.0], [0.1, 2.1, -0.4], [0.2, 0.4, -1.0], [0.7, 0.4, 0.8], [0.6, -0.4, -0.8], [-0.7, -0.7, 0.1], [0.1, 0.9, 0.9], [-0.2, 0.8, 0.6], [0.0, 0.0, -0.1], [0.2, 0.9, 0.3], [-0.2, 0.2, -0.5]], "energy_ev": -95799.284, "smiles": "CCOCCOCCOCC1=C(P(C)O)C(=O)c2cc(S(C)(=O)=O)c(CCCCl)c(F)c2C1=O.C[C@@H]1COC(=O)O1.C[C@@H]1COC(=O)O1", "spin_multiplicity": 1, "homo_energy_ev": -8.6, "e_lumo_ev": -1.728}